[1]
ORCA calculation (ωB97M-V/def2-TZVPD) on C28H31F3N2O2S in the gas phase.

Output
- charge = 0
- HOMO-LUMO gap (eV) = 7.9
- highest occupied orbital energy (eV) = -7.503

Geometry as XYZ:
```
67
Properties=species:S:1:pos:R:3:forces:R:3
C -4.581 0.083 4.471 -0.24 0.01 0.04
C -3.219 0.072 3.825 0.29 0.17 0.03
C -2.643 -1.117 3.379 0.11 0.01 -0.01
C -1.372 -1.132 2.809 0.28 0.33 -0.04
C -0.633 0.048 2.656 -0.20 0.11 0.08
C 0.775 0.022 2.037 0.35 -1.44 2.54
S 1.777 0.688 3.571 -0.54 0.59 -0.84
C 3.355 -0.415 3.661 0.38 -0.17 -0.26
F 4.406 0.357 3.998 -0.77 -0.61 -0.22
F 3.164 -1.359 4.593 0.20 0.62 -0.55
F 3.626 -1.038 2.483 -0.33 0.56 1.13
O 2.141 2.059 3.260 -0.09 -0.83 0.75
O 1.089 0.407 4.810 0.65 -0.14 -0.78
C -1.188 1.240 3.161 0.04 -0.22 -0.37
C -2.469 1.250 3.702 -0.05 -0.11 0.20
H -4.901 1.106 4.700 0.05 -0.19 -0.12
H -5.329 -0.378 3.814 0.11 0.14 0.09
H -4.609 -0.476 5.416 0.19 0.07 -0.23
H -3.190 -2.051 3.505 0.13 0.15 -0.08
H -0.924 -2.071 2.495 -0.15 0.08 -0.04
H 1.157 -1.011 1.987 -0.38 0.10 0.07
H -0.617 2.172 3.153 -0.13 -0.27 -0.15
H -2.888 2.183 4.092 0.20 -0.30 -0.18
C 7.513 0.406 -0.592 -0.10 -0.09 0.00
N 6.421 0.862 -1.425 0.75 0.52 -0.27
C 6.788 1.104 -2.811 -0.38 -0.29 0.17
C 5.123 0.879 -0.971 -1.03 -0.35 0.29
C 4.829 1.232 0.370 -0.36 -0.09 -0.99
C 3.514 1.271 0.809 0.45 -0.16 0.08
C 2.438 0.744 0.092 -0.42 0.21 -0.19
C 0.984 0.681 0.709 0.50 2.14 -1.59
C -0.017 0.142 -0.310 -1.08 0.05 0.26
C -1.351 0.357 -0.212 1.66 0.06 0.47
C -2.344 -0.081 -1.159 -0.97 -0.45 -1.05
C -3.705 0.207 -0.913 0.77 0.01 0.00
C -4.685 -0.155 -1.816 0.15 -0.52 -0.95
C -4.333 -0.834 -3.009 0.82 0.10 0.74
N -5.340 -1.291 -3.873 -1.49 0.04 -0.25
C -5.559 -0.661 -5.160 0.41 0.01 0.25
C -5.720 -2.692 -3.849 0.43 0.18 0.13
C -2.973 -1.108 -3.273 -0.47 0.24 0.41
C -1.996 -0.751 -2.351 -0.37 0.28 0.15
C 2.722 0.472 -1.257 -0.12 -0.15 0.09
C 4.009 0.560 -1.795 0.49 0.20 0.37
H 7.273 0.501 0.468 0.11 -0.01 -0.17
H 7.746 -0.649 -0.795 0.03 0.00 0.08
H 8.410 0.989 -0.820 -0.07 -0.01 0.22
H 6.266 1.980 -3.218 0.04 -0.18 0.12
H 7.868 1.291 -2.838 -0.31 0.00 -0.12
H 6.570 0.239 -3.453 0.10 0.08 -0.08
H 5.628 1.533 1.035 -0.14 0.21 -0.05
H 3.342 1.789 1.731 0.03 -0.29 0.26
H 0.682 1.741 0.853 0.23 -0.35 -0.01
H 0.363 -0.418 -1.168 -0.10 0.13 0.56
H -1.748 0.898 0.647 0.15 0.02 -0.23
H -3.968 0.736 0.003 0.05 -0.11 -0.16
H -5.735 0.077 -1.639 0.22 -0.13 -0.03
H -5.488 0.429 -5.058 -0.03 -0.26 -0.10
H -4.829 -1.002 -5.914 -0.12 0.14 -0.10
H -6.566 -0.934 -5.500 0.20 0.18 -0.05
H -5.744 -3.059 -2.815 0.00 0.05 -0.27
H -6.717 -2.787 -4.294 0.13 -0.08 0.14
H -5.023 -3.316 -4.435 -0.11 -0.10 0.09
H -2.705 -1.602 -4.207 -0.05 0.04 0.24
H -0.951 -0.970 -2.560 -0.26 0.02 -0.01
H 1.924 0.205 -1.947 0.27 0.00 0.15
H 4.158 0.349 -2.858 -0.04 0.05 0.38
```
Forces are in eV/Å.

[2]
ORCA calculation (ωB97M-V/def2-TZVPD) on C28H31N3O5 in the gas phase.

Output
- charge = 0
- HOMO-LUMO gap (eV) = 9.5
- highest occupied orbital energy (eV) = -8.801

Geometry as XYZ:
```
67
Properties=species:S:1:pos:R:3:forces:R:3
C 4.613 -1.347 0.770 0.05 0.06 -0.02
C 3.513 -0.360 1.013 -0.09 0.01 -0.02
C 2.391 -0.331 0.200 0.09 0.06 0.06
C 1.376 0.591 0.419 0.40 0.16 0.15
C 1.462 1.522 1.453 -0.03 -0.07 -0.15
C 2.592 1.483 2.262 0.00 -0.02 -0.03
C 3.598 0.561 2.051 -0.06 -0.02 0.00
H 4.463 0.556 2.698 0.10 0.00 0.08
H 2.678 2.195 3.070 0.02 0.09 0.09
C 0.393 2.541 1.703 0.02 0.01 0.04
H -0.329 2.566 0.892 -0.08 0.06 0.01
H 0.836 3.530 1.804 -0.01 0.09 0.00
H -0.134 2.311 2.629 -0.08 0.02 0.03
N 0.230 0.568 -0.429 -0.26 -0.33 0.29
C 0.178 1.244 -1.594 0.29 0.37 -0.14
O -0.793 1.226 -2.329 -0.13 -0.10 -0.17
C 1.422 2.056 -1.931 0.04 0.15 -0.12
N 1.149 2.901 -3.062 -0.22 -0.37 -0.09
C 1.383 4.234 -3.020 0.05 -0.39 -0.08
O 1.996 4.781 -2.120 -0.03 0.24 -0.02
C 0.871 4.969 -4.187 0.26 1.28 0.09
C 0.968 6.303 -4.492 0.05 -0.84 0.39
C 0.299 6.476 -5.722 -0.24 -0.46 -0.26
C -0.156 5.240 -6.075 -0.02 0.79 -0.31
O 0.182 4.325 -5.159 0.02 -0.48 0.19
H -0.714 4.900 -6.926 -0.06 -0.15 -0.06
H 0.173 7.388 -6.267 -0.06 0.14 -0.17
H 1.459 7.047 -3.900 0.12 0.09 0.19
H 0.474 2.535 -3.721 0.04 0.14 0.03
H 1.725 2.693 -1.096 0.02 -0.17 -0.08
H 2.244 1.363 -2.154 -0.05 0.07 0.17
C -0.911 -0.275 -0.095 0.01 0.00 -0.27
C -1.075 -0.483 1.388 -0.14 0.06 0.09
C -2.124 0.122 2.069 0.08 -0.02 -0.09
C -2.291 -0.084 3.427 -0.08 0.02 0.11
C -1.409 -0.897 4.119 -0.07 0.04 0.07
C -0.363 -1.506 3.446 0.08 -0.06 -0.01
C -0.199 -1.306 2.088 -0.08 -0.05 0.08
H 0.616 -1.785 1.567 0.08 -0.07 -0.05
H 0.328 -2.141 3.980 0.07 -0.06 0.05
H -1.538 -1.056 5.180 -0.01 -0.01 0.10
H -3.110 0.391 3.946 -0.07 0.04 0.05
H -2.812 0.761 1.534 -0.06 0.07 -0.08
H -1.792 0.231 -0.511 0.13 -0.16 0.13
C -0.793 -1.656 -0.771 -0.47 0.41 -0.01
O 0.249 -2.115 -1.185 0.41 -0.11 -0.08
N -1.974 -2.297 -0.825 -0.33 -0.16 0.01
H -2.797 -1.881 -0.416 0.12 0.12 0.03
C -2.123 -3.670 -1.239 -0.20 -0.35 0.20
H -1.167 -4.005 -1.643 -0.12 -0.01 -0.04
H -2.892 -3.730 -2.014 0.11 -0.03 0.00
C -2.534 -4.548 -0.044 0.38 -0.13 -0.39
C -1.437 -4.662 1.024 -0.24 0.04 -0.01
H -0.773 -3.799 0.964 0.06 0.00 -0.02
H -0.848 -5.568 0.903 0.07 -0.01 -0.04
C -2.226 -4.630 2.330 -0.16 0.07 -0.16
H -2.597 -5.625 2.577 0.00 -0.02 0.06
H -1.651 -4.241 3.167 0.02 -0.02 0.08
C -3.386 -3.713 1.955 0.09 0.13 0.47
H -4.294 -3.897 2.533 0.06 0.04 0.01
H -3.095 -2.659 2.078 -0.03 -0.08 0.01
O -3.678 -3.985 0.596 -0.06 0.04 -0.31
H -2.820 -5.539 -0.424 0.07 0.10 0.03
H 2.274 -1.043 -0.604 -0.04 -0.06 -0.07
H 4.270 -2.161 0.137 0.03 -0.09 -0.03
H 4.979 -1.758 1.709 0.06 -0.08 0.03
H 5.450 -0.857 0.273 0.09 -0.05 -0.04
```
Forces are in eV/Å.

[3]
ORCA calculation (ωB97M-V/def2-TZVPD) on a molecular structure, C28H32Cl3N4O5OsPS2.

Output
- charge = +1
- spin multiplicity = 6
- HOMO-LUMO gap (spin up / spin down) (eV) = 7.6 / 4.9
- highest occupied orbital energy (spin up / spin down) (eV) = -10.344 / -10.341

Geometry as XYZ:
```
76
Properties=species:S:1:pos:R:3:forces:R:3
Os -0.111 -0.485 0.053 -1.34 0.55 -0.10
C -3.792 -2.845 2.937 0.11 0.04 -0.01
C -2.326 -3.148 2.741 -0.19 -0.15 -0.01
O -1.568 -1.923 2.931 0.00 0.29 -0.27
P -0.187 -1.612 2.218 0.38 -0.85 1.06
S 0.866 -0.495 3.518 -0.13 0.02 -0.47
S -1.481 -2.131 -0.500 0.29 0.60 0.06
O 0.415 -3.096 2.120 -0.28 0.25 -0.02
C 1.539 -3.462 1.306 0.27 -0.07 -0.05
C 2.799 -3.562 2.141 -0.17 0.05 0.01
H -4.346 -3.784 2.955 -0.03 0.00 -0.01
H -4.180 -2.230 2.125 -0.02 -0.07 0.07
H -3.951 -2.329 3.883 -0.03 -0.01 0.00
H -2.136 -3.546 1.744 0.04 -0.02 0.02
H -1.970 -3.865 3.479 0.07 0.03 -0.02
H 1.652 -2.743 0.484 -0.02 -0.03 0.02
H 1.290 -4.430 0.873 -0.07 0.06 -0.07
H 3.031 -2.605 2.605 0.06 0.02 0.01
H 3.637 -3.873 1.516 0.00 0.01 -0.01
H 2.661 -4.303 2.927 0.04 0.01 0.01
C -3.053 7.256 0.144 0.00 0.07 0.06
O -2.827 5.897 -0.199 0.07 -0.01 0.04
C -3.471 5.399 -1.284 -0.03 -0.12 -0.14
C -4.351 6.106 -2.087 0.05 0.05 0.09
C -4.963 5.476 -3.163 -0.01 -0.06 -0.06
C -4.719 4.140 -3.424 -0.07 0.07 -0.08
C -3.850 3.421 -2.615 0.02 -0.01 0.13
C -3.204 4.047 -1.559 -0.06 0.10 -0.23
N -2.331 3.399 -0.667 -0.04 0.00 0.35
C -1.570 2.294 -0.846 0.19 0.20 -0.10
N -1.292 1.975 -2.122 -0.18 -0.09 -0.02
C -0.508 0.954 -2.683 0.17 -0.11 0.03
C 0.112 -0.081 -1.993 0.03 -0.06 -0.07
C 0.883 -0.991 -2.726 0.12 -0.05 -0.07
C 1.024 -0.888 -4.095 0.04 -0.01 0.11
C 0.374 0.128 -4.786 -0.07 0.05 -0.12
C -0.382 1.047 -4.088 0.04 -0.07 0.15
O -1.046 2.095 -4.649 -0.02 -0.02 -0.01
C -1.199 2.115 -6.063 -0.03 0.03 -0.02
N -1.053 1.643 0.173 -0.09 -1.18 -0.22
C -1.384 2.027 1.499 -0.27 0.31 0.11
C -0.341 2.501 2.299 -0.13 0.04 -0.06
C -0.574 2.999 3.566 0.16 0.02 0.05
C -1.868 3.040 4.059 -0.03 -0.01 0.04
C -2.916 2.559 3.294 0.03 -0.03 0.08
C -2.697 2.030 2.028 0.20 -0.16 -0.05
O -3.811 1.621 1.355 0.09 0.29 -0.16
C -3.853 0.303 0.830 0.02 -0.16 0.02
H -2.405 7.458 0.993 -0.02 0.02 0.00
H -4.093 7.424 0.433 0.00 -0.03 -0.03
H -2.789 7.921 -0.680 0.02 -0.02 0.00
H -4.562 7.145 -1.878 0.00 -0.03 -0.02
H -5.641 6.038 -3.791 -0.01 -0.01 0.01
H -5.217 3.646 -4.247 0.01 -0.01 0.01
H -3.699 2.364 -2.790 -0.05 0.03 -0.02
H -2.274 3.835 0.242 -0.03 -0.10 0.09
H -1.637 2.621 -2.819 0.02 0.04 0.03
H 1.374 -1.812 -2.212 -0.04 -0.02 -0.01
H 1.626 -1.604 -4.638 -0.02 -0.01 0.00
H 0.454 0.186 -5.862 0.02 0.02 0.02
H -0.235 2.150 -6.571 0.03 0.03 0.03
H -1.755 3.021 -6.287 -0.01 -0.02 -0.01
H -1.762 1.242 -6.400 0.03 -0.01 0.01
H 0.656 2.507 1.876 0.00 -0.01 0.00
H 0.252 3.365 4.161 -0.01 0.00 0.00
H -2.063 3.438 5.046 -0.01 0.01 0.00
H -3.932 2.580 3.667 0.01 -0.04 -0.04
H -4.907 0.048 0.733 0.00 0.01 0.03
H -3.375 -0.401 1.514 0.05 0.09 -0.03
H -3.388 0.215 -0.151 0.10 0.12 -0.05
Cl 4.923 2.076 -0.220 -0.15 -0.14 0.02
C 4.353 0.431 0.099 0.81 -0.03 -0.28
Cl 4.684 -0.629 -1.296 -0.06 0.15 0.22
Cl 5.116 -0.209 1.559 -0.21 0.02 -0.08
C 2.911 0.457 0.258 -0.46 0.20 0.17
N 1.770 0.459 0.358 0.79 -0.04 -0.15
```
Forces are in eV/Å.

The electronic energy results, record by record, are as follows: -55599.3265 -44248.5045 -116739.0578 eV.
The ΔE to the lowest compared entry with this formula, charge and spin results, record by record, are as follows: 0.0 124.1 77.1 kJ/mol.